The following is a DFT calculation (ωB97M-V/def2-TZVPD) of a 8-piece molecular cluster, C27H63BF4NO16P3 overall.

Last column: Mulliken charge in e.
Cartesian coordinates (Å):
C -4.064 -1.756 -1.916  -1.83
C -3.847 -0.550 -0.999  1.47
C -2.433 0.041 -1.340  -0.12
C -2.383 0.961 -2.648  -1.81
C -3.610 2.016 -2.705  -1.07
C -4.961 1.445 -2.449  1.37
N -4.975 0.415 -1.336  1.02
O -6.050 0.298 -0.774  -0.39
C -5.231 0.638 -3.747  -1.92
C -5.988 2.512 -2.289  -1.74
C -4.039 -0.892 0.490  -1.67
H -4.957 -1.988 -1.497  0.68
H -3.462 -2.600 -1.795  0.33
H -4.170 -1.590 -2.971  0.29
H -1.536 -0.586 -1.273  -0.05
H -2.276 0.592 -0.461  0.12
H -2.362 0.195 -3.513  0.27
H -1.510 1.355 -2.733  1.59
H -3.260 2.658 -3.602  0.32
H -3.412 2.800 -1.922  0.35
H -6.261 0.134 -3.691  0.40
H -4.535 0.014 -4.090  0.46
H -5.637 1.378 -4.447  0.48
H -7.013 2.242 -2.181  0.47
H -6.202 3.120 -3.294  0.34
H -5.669 3.098 -1.457  0.45
H -3.117 -1.407 0.912  0.20
H -4.847 -1.622 0.706  0.37
H -4.134 -0.031 1.070  0.68
B 0.210 -2.361 0.244  0.17
F -0.082 -1.004 0.529  0.09
F 1.535 -2.627 0.296  -0.28
F -0.532 -3.048 1.209  -0.20
F -0.282 -2.626 -1.081  -0.58
C -1.343 -3.028 5.107  -0.57
C -2.346 -4.190 4.987  0.48
O -2.661 -4.867 5.990  -0.60
C -2.693 -4.612 3.531  -0.60
H -1.032 -2.933 6.166  0.38
H -1.658 -2.021 4.848  0.23
H -0.639 -3.223 4.198  0.13
H -2.381 -5.620 3.540  0.27
H -2.310 -3.923 2.738  0.06
H -3.832 -4.335 3.381  0.25
C 2.593 -4.800 -2.886  -0.64
C 1.851 -5.895 -2.070  0.63
O 1.098 -6.612 -2.734  -0.61
C 1.852 -5.860 -0.600  -0.55
H 1.959 -4.167 -2.980  0.43
H 3.139 -5.128 -3.690  0.58
H 3.244 -4.220 -2.183  -0.02
H 2.869 -5.663 -0.197  0.30
H 1.766 -7.004 -0.251  0.31
H 1.120 -5.284 -0.301  -0.19
C 1.054 -0.138 4.530  -1.04
C 2.202 0.588 3.818  0.54
O 2.412 1.793 4.070  -0.62
C 2.682 -0.062 2.555  -1.03
H 0.180 -0.304 3.825  -0.13
H 0.787 0.525 5.408  0.24
H 1.295 -0.960 4.941  0.96
H 2.287 0.253 1.404  0.05
H 2.673 -1.032 2.666  0.66
H 3.804 0.046 2.486  0.39
C 4.499 4.540 -3.491  -0.62
O 3.177 4.366 -2.975  -0.44
P 2.750 3.027 -2.152  0.47
O 3.228 1.850 -2.935  -0.10
O 3.435 3.155 -0.724  -0.28
C 4.581 2.232 -0.422  -0.17
O 1.229 2.740 -2.114  -0.37
C 0.707 2.067 -1.015  -0.67
H 5.025 3.800 -4.373  0.16
H 5.177 4.349 -2.754  0.30
H 4.623 5.565 -3.877  0.30
H 5.173 2.199 -1.313  0.28
H 3.997 1.344 -0.424  -0.06
H 5.141 2.551 0.486  0.31
H 0.830 2.558 -0.041  0.47
H 1.345 1.077 -0.846  -0.09
H -0.304 2.078 -1.126  0.38
C -1.157 1.708 2.486  -0.86
O -1.981 2.000 3.521  -0.23
P -1.790 3.356 4.290  0.93
O -0.941 4.380 3.594  -0.67
O -3.237 4.088 4.322  -0.30
C -3.346 5.296 4.986  -0.73
O -1.099 3.140 5.859  -0.32
C 0.206 3.618 6.054  -0.48
H -1.367 2.534 1.680  0.27
H -1.305 0.748 1.919  0.32
H -0.176 2.019 2.786  0.46
H -4.427 5.289 5.487  0.27
H -2.925 6.193 4.461  0.28
H -2.821 5.284 5.943  0.28
H 0.381 4.818 6.016  0.21
H 0.911 3.152 5.409  0.22
H 0.492 3.593 7.144  0.30
C 5.363 -1.609 -1.095  -0.52
O 4.867 -0.564 -1.869  0.03
P 4.380 -0.829 -3.392  0.81
O 4.836 -2.280 -3.629  -0.78
O 2.782 -0.879 -3.502  -0.26
C 1.929 -1.295 -2.456  -0.46
O 4.925 0.083 -4.504  -0.24
C 5.075 -0.367 -5.887  -0.77
H 6.538 -1.704 -1.490  0.22
H 4.822 -2.581 -1.141  0.09
H 5.391 -1.233 -0.011  0.20
H 2.101 -0.761 -1.415  -0.17
H 2.085 -2.499 -2.270  -0.23
H 0.936 -1.199 -2.417  0.83
H 4.121 -0.995 -6.031  0.28
H 5.970 -0.984 -5.961  0.24
H 4.968 0.437 -6.341  0.38

Forces on atoms 1 to 3 (eV/Å):
-0.552 1.230 -0.281
2.390 -0.490 -0.551
-0.661 1.956 -0.638

Summary:
Frontier orbital gap   4.316 eV
E_LUMO   -0.1523 Eh
E_HOMO   -8.46 eV
Multiplicity   1
F_max   11.35 eV/A
Total energy   -3773.37504 a.u.